Below is a 3-piece molecular cluster, C45H76Br2F3N2O11P2 overall, with properties calculated with ωB97M-V/def2-TZVPD.

Geometry (Å):
C -3.525 9.488 2.596
C -3.104 8.135 1.937
C -1.990 7.397 2.722
C -0.590 8.003 2.461
C 0.401 7.558 3.572
C 1.887 7.657 3.109
C 2.806 6.925 4.150
C 3.626 5.772 3.515
C 2.776 4.563 3.145
C 2.131 3.823 4.120
C 2.270 4.134 5.608
N 1.340 2.774 3.795
C 1.151 2.371 2.519
N 0.331 1.267 2.349
C -0.847 1.364 2.890
C -1.900 2.386 2.512
C -1.223 0.387 4.002
C 1.779 3.034 1.454
C 1.691 2.654 -0.031
C 0.318 2.111 -0.520
C 0.342 0.663 -1.042
F 0.762 0.717 -2.348
Br 1.484 -0.551 -0.036
C -1.120 0.024 -1.089
F -1.889 0.500 -0.080
F -1.048 -1.313 -0.883
Br -1.984 0.266 -2.811
C 2.594 4.126 1.795
C 3.352 4.921 0.741
O 4.557 4.854 0.705
O 2.627 5.653 -0.160
C 3.194 6.961 -0.359
O 4.050 6.950 -1.463
C 4.310 8.249 -1.920
C 4.770 9.182 -0.979
C 5.091 10.477 -1.369
C 5.625 11.448 -0.325
C 4.928 10.795 -2.721
C 4.448 9.877 -3.642
C 4.114 8.558 -3.262
C 3.610 7.582 -4.341
C 2.627 6.499 -3.834
C 2.845 8.383 -5.457
H -2.840 9.769 3.414
H -4.545 9.447 3.006
H -3.500 10.285 1.838
H -4.009 7.517 1.844
H -2.700 8.361 0.936
H -2.242 7.385 3.795
H -2.001 6.343 2.377
H -0.210 7.757 1.459
H -0.705 9.098 2.552
H 0.239 6.501 3.854
H 0.302 8.216 4.451
H 2.159 8.725 3.064
H 2.019 7.218 2.106
H 2.160 6.603 4.978
H 3.508 7.670 4.555
H 4.176 6.193 2.666
H 4.387 5.455 4.250
H 1.284 4.381 6.036
H 2.617 3.202 6.086
H 2.993 4.928 5.791
H 0.912 2.276 4.568
H -2.505 2.063 1.651
H -2.561 2.622 3.359
H -1.392 3.335 2.255
H -0.404 -0.316 4.195
H -1.356 1.003 4.914
H -2.177 -0.128 3.814
H 2.539 1.997 -0.279
H 1.871 3.587 -0.588
H -0.422 2.290 0.264
H 0.000 2.731 -1.376
H 2.358 7.669 -0.481
H 3.717 7.236 0.574
H 4.891 8.924 0.076
H 5.362 11.034 0.663
H 6.718 11.549 -0.374
H 5.160 12.443 -0.383
H 5.193 11.808 -3.036
H 4.371 10.236 -4.665
H 4.490 7.155 -4.856
H 2.194 5.989 -4.710
H 3.214 5.740 -3.296
H 1.803 6.902 -3.230
H 2.318 7.692 -6.129
H 3.501 9.038 -6.040
H 2.066 8.959 -4.925
O -4.925 -6.133 -1.864
P -3.674 -6.325 -1.070
O -3.140 -7.779 -1.603
C -2.622 -7.872 -2.927
C -1.257 -7.212 -3.039
O -4.340 -6.784 0.359
C -5.724 -6.572 0.635
C -6.547 -7.788 0.260
O -2.259 -6.044 -0.219
C -1.749 -4.700 -0.224
C -2.758 -3.700 0.307
H -3.324 -7.436 -3.642
H -2.529 -8.933 -3.160
H -1.348 -6.124 -2.962
H -0.796 -7.440 -4.001
H -0.598 -7.544 -2.237
H -6.087 -5.673 0.135
H -5.812 -6.392 1.709
H -6.335 -8.121 -0.756
H -7.614 -7.572 0.343
H -6.310 -8.624 0.922
H -1.443 -4.432 -1.240
H -0.856 -4.696 0.401
H -3.630 -3.628 -0.353
H -2.313 -2.710 0.378
H -3.121 -3.998 1.291
O 0.021 -13.133 -3.024
P -1.031 -13.507 -2.030
O -0.657 -15.066 -1.691
C 0.531 -15.340 -0.956
C 0.395 -14.950 0.506
O -2.306 -13.740 -3.034
C -2.290 -13.260 -4.377
C -1.789 -14.327 -5.331
O -2.122 -13.422 -0.768
C -2.164 -12.189 -0.027
C -2.457 -10.996 -0.914
H 1.384 -14.833 -1.416
H 0.706 -16.414 -1.031
H 0.373 -13.861 0.615
H 1.240 -15.326 1.086
H -0.530 -15.341 0.928
H -1.701 -12.346 -4.455
H -3.318 -12.997 -4.634
H -0.847 -14.760 -4.994
H -1.648 -13.913 -6.332
H -2.509 -15.146 -5.393
H -1.216 -12.050 0.501
H -2.947 -12.295 0.724
H -1.640 -10.824 -1.626
H -2.575 -10.091 -0.318
H -3.364 -11.157 -1.497

As for the total charge: +1. The energy above the lowest of the compared OMol25 structures with the same formula, charge and spin comes out at 1.968 eV. The HOMO-LUMO gap is 6.86 eV.